No. 1
Here is a molecular structure, C31H33N4O4PdS3 from OMol25. Energies are from ωB97M-V with the def2-TZVPD basis set.

```
76
Properties=species:S:1:pos:R:3:mulliken_spin:R:1
Pd 0.04356 -0.35944 -1.01374 0.863
O -1.17820 -3.40551 -1.43806 0.027
S 0.13240 -3.27296 -2.01863 -0.003
O 0.53375 -4.27276 -2.96264 0.004
N 0.20355 -1.71811 -2.60458 0.376
C 0.04270 -1.39258 -3.88098 0.104
C -0.05935 -2.31085 -4.96489 0.211
C -0.19555 -1.85292 -6.26438 -0.054
C -0.21413 -0.50304 -6.54365 0.281
C -0.13147 0.46147 -5.49876 -0.032
C -0.15636 1.84426 -5.74953 0.035
C -0.13080 2.71086 -4.69504 -0.025
C -0.08446 2.18623 -3.39757 -0.011
N -0.02683 0.89715 -3.13011 0.031
C -0.03773 0.03727 -4.16608 0.046
C 1.32763 -3.26354 -0.71607 0.024
C 1.27723 -4.40668 0.07850 -0.001
C 2.13987 -4.52014 1.15390 0.004
C 3.04110 -3.49879 1.43100 -0.002
C 3.10585 -2.38146 0.61200 0.003
C 2.25606 -2.26001 -0.47765 -0.013
H -0.01263 -3.36873 -4.76375 0.002
H -0.27787 -2.57398 -7.06720 0.003
H -0.30282 -0.15899 -7.56832 0.004
H -0.19851 2.20324 -6.77134 0.002
H -0.15782 3.78273 -4.84234 0.001
H -0.10092 2.84623 -2.54115 0.034
H 0.56329 -5.19004 -0.15132 0.000
H 2.11245 -5.40809 1.77235 0.000
H 3.71136 -3.58442 2.27748 0.000
H 3.83643 -1.60591 0.81003 0.001
H 2.37678 -1.43483 -1.16003 -0.006
O 1.73831 3.51314 1.05429 0.000
S 1.23560 3.62493 -0.35241 0.002
C 2.04367 5.07276 -1.12003 0.000
C 1.13684 6.27636 -0.89195 0.000
C -0.27972 5.75371 -1.11177 0.000
C -0.37578 4.48929 -0.26302 0.000
H 2.15669 4.84440 -2.18435 0.000
H 3.02572 5.14708 -0.65564 0.000
H 1.38060 7.10265 -1.55846 0.000
H 1.24705 6.62590 0.13669 0.000
H -0.42924 5.51560 -2.17062 0.000
H -1.04117 6.48080 -0.82948 0.000
H -1.16914 3.80427 -0.56567 0.001
H -0.47999 4.71492 0.80004 0.000
C -1.58058 -3.58517 2.16351 0.001
C -1.00522 -2.19706 1.98960 0.002
O -1.39538 -1.59573 0.73833 0.027
H -1.37437 -3.95566 3.16969 0.000
H -1.14791 -4.28057 1.44004 0.000
H -2.66295 -3.56907 2.01927 0.000
H 0.08720 -2.22292 2.04820 0.001
H -1.36906 -1.53786 2.77838 0.002
H -1.57112 -2.30733 0.10741 -0.012
S -0.76591 1.50608 5.12152 0.000
C -0.51058 1.36741 3.36307 0.000
C -1.58598 1.45343 2.48261 -0.002
C -1.36589 1.22088 1.14587 0.005
N -0.15327 0.92807 0.65283 0.056
C 0.88724 0.91433 1.49435 0.013
C 0.75235 1.12203 2.85435 -0.001
C -1.32796 -0.18157 5.32833 0.000
C -0.40527 -1.20480 5.49015 0.000
C -0.88060 -2.50472 5.60221 0.000
N -2.17621 -2.82114 5.56160 0.000
C -3.05018 -1.82356 5.41993 0.000
C -2.67902 -0.48905 5.30148 0.000
H -2.58218 1.66426 2.84748 -0.001
H -2.18155 1.24051 0.43696 -0.001
H 1.85795 0.72664 1.06000 -0.002
H 1.61546 1.08511 3.50397 0.000
H 0.65601 -0.99422 5.52397 0.000
H -0.18992 -3.33242 5.73161 0.000
H -4.09821 -2.10478 5.39938 0.000
H -3.42490 0.28742 5.18882 0.000
```

E_tot	-82811.28812	eV
spin multiplicity	3
orbital gap (spin up / spin down)	7.570 / 5.828	eV
charge	+1
lowest unoccupied orbital energy (spin up / spin down)	-0.1224 / -0.2004	Ha

No. 2
Here is 11 unconnected molecules or ions with the total composition C3H29NO10S2 in a non-equilibrium geometry from OMol25. Energies are from ωB97M-V with the def2-TZVPD basis set.

```
45
Properties=species:S:1:pos:R:3:mulliken_charge:R:1
C 0.36004 0.53346 -0.20424 -1.371
C -0.89020 0.96483 -0.97749 0.506
N -0.63890 1.91462 -2.06138 -0.614
C -1.55435 -0.29436 -1.59385 -0.297
S -3.19446 -0.74478 -1.02578 -0.034
S -3.06734 -1.86725 0.66959 -0.168
H 0.95759 -0.06232 -0.88961 0.320
H 0.77936 1.42884 0.25235 0.393
H 0.08351 -0.10535 0.62654 0.125
H -1.55948 1.46573 -0.27465 0.631
H -0.55662 2.86004 -1.71067 0.229
H 0.27653 1.77386 -2.48801 0.243
H -1.62328 -0.16664 -2.67692 0.467
H -0.85205 -1.12709 -1.50021 -0.285
H -3.03405 -1.07821 1.75962 0.090
O 0.90862 -2.45652 0.28318 -0.581
H 1.42881 -1.93350 -0.34506 0.147
H 0.55223 -3.17205 -0.27878 0.316
O 2.05708 -2.38468 -3.00216 -0.622
H 2.55759 -2.26918 -2.17831 0.308
H 2.18406 -1.56254 -3.48557 0.302
O 1.36975 -1.43648 2.63452 -0.712
H 0.77784 -0.67784 2.60736 0.355
H 1.23694 -2.01177 1.84602 0.431
O 0.79926 2.17054 2.77947 -0.531
H 0.60531 3.11965 2.77366 0.264
H 1.63203 2.19043 3.27209 0.287
O 3.35713 -1.32613 -0.23582 -0.613
H 3.25266 -1.53663 0.70426 0.320
H 3.65928 -0.41659 -0.28230 0.280
O -1.69671 4.37467 -0.37620 -0.634
H -2.53099 4.14555 -0.82256 0.380
H -1.82481 4.39313 0.57209 0.283
O -1.18940 -0.01838 2.73779 -0.524
H -1.36835 -0.79423 3.27922 0.316
H -1.43773 0.75987 3.24519 0.221
O -0.37975 -3.93407 -1.65418 -0.657
H -0.63508 -3.39463 -2.41313 0.274
H -1.17811 -4.19365 -1.17989 0.322
O -3.55652 2.81109 -1.71953 -0.768
H -3.22258 1.92230 -1.52207 0.249
H -3.05852 2.84683 -2.55837 0.399
O 3.77219 -0.20147 2.26276 -0.708
H 3.50249 -0.78453 2.98670 0.344
H 2.93899 0.27543 2.16436 0.317
```

E_tot	-47217.67783	eV
spin multiplicity	1
orbital gap	9.044	eV
lowest unoccupied orbital energy	-0.0037	Ha

No. 3
Here is a molecular structure, C6H15FeO3 in a non-equilibrium geometry from OMol25. Energies are from ωB97M-V with the def2-TZVPD basis set.

```
25
Properties=species:S:1:pos:R:3:mulliken_spin:R:1
H 3.34321 -0.76087 -0.26572 0.006
O -0.65531 1.51387 -1.33809 0.034
C -1.86350 1.79842 -0.62769 0.000
C -2.27470 0.59253 0.17547 0.000
O -1.10852 0.03444 0.75358 0.086
C -1.19087 -1.27915 1.31299 0.013
C 0.22839 -1.77676 1.54931 0.012
O 1.11555 -1.39551 0.54903 0.777
C 3.70766 -1.69647 0.39623 0.017
Fe 0.54005 0.18238 -0.39269 3.927
H -2.64900 2.04422 -1.35509 0.001
H -1.68805 2.66759 0.02404 0.000
H -2.75150 -0.15782 -0.47243 -0.003
H -2.97293 0.88930 0.97036 0.006
H -1.71554 -1.92383 0.59124 0.005
H -1.76738 -1.22333 2.24749 0.003
H 0.18091 -2.87740 1.63758 0.037
H 0.57356 -1.37897 2.52330 0.061
H 4.77804 -1.48920 0.28696 0.007
H 3.60417 -1.84465 1.47970 0.004
H 3.50143 -2.65738 -0.10260 0.000
C -0.30437 2.50355 -2.30295 0.004
H 0.78344 2.60754 -2.28647 0.001
H -0.62834 2.16698 -3.29757 0.000
H -0.78639 3.46052 -2.05599 0.001
```

E_tot	-46973.50664	eV
spin multiplicity	6
orbital gap (spin up / spin down)	9.857 / 6.707	eV
charge	+2
lowest unoccupied orbital energy (spin up / spin down)	-0.3193 / -0.4304	Ha

No. 4
Here is 6 unconnected molecules or ions with the total composition C5H22N2O6 in a non-equilibrium geometry from OMol25. Energies are from ωB97M-V with the def2-TZVPD basis set.

```
35
Properties=species:S:1:pos:R:3:mulliken_spin:R:1
C -0.55738 -3.23748 0.16068 -0.002
N -0.41235 -1.86542 0.33123 0.011
C 1.67078 -0.94456 1.32466 0.001
C 0.94381 -1.28906 0.01267 0.014
C 0.69141 -0.03700 -0.78406 -0.032
N 0.08762 -0.31813 -2.14437 0.800
C -0.97809 0.55309 -2.50150 -0.005
O 0.25384 -3.88524 -0.47684 0.005
H -1.44014 -3.71920 0.43983 0.000
H -1.10418 -1.15471 0.67420 -0.002
H 1.18918 -1.39516 2.25238 0.000
H 2.70003 -1.38516 1.42282 0.000
H 1.76992 0.12187 1.56984 0.000
H 1.62595 -1.98483 -0.50790 -0.001
H 1.46528 0.65216 -0.97322 0.041
H -0.05456 0.57638 -0.17814 0.047
H 0.04856 -1.35394 -2.27672 -0.026
H -1.99822 0.00503 -2.44004 0.071
H -1.06181 1.47422 -1.94509 -0.001
H -1.02886 0.91429 -3.64703 0.068
H 0.01421 2.74499 3.10140 0.000
H 0.31549 1.38747 2.59449 0.000
O 0.52729 2.27282 2.39961 0.000
H -0.13216 2.97647 0.76814 -0.001
H -0.35703 3.27271 -0.64154 0.000
O -0.88581 2.78887 0.07508 0.004
H -2.30555 0.06727 3.29527 0.000
H -2.37138 1.36664 2.45985 0.000
O -1.81966 0.73068 2.90187 0.000
H 2.72847 -0.69294 -2.05136 -0.001
H 3.34619 0.12853 -3.13866 0.000
O 3.45654 -0.33772 -2.38003 0.003
H -1.86187 0.93305 0.65674 0.002
H -2.13995 0.36491 -0.62213 -0.002
O -2.32556 0.26912 0.26785 0.006
```

E_tot	-20796.72101	eV
spin multiplicity	2
orbital gap (spin up / spin down)	10.286 / 5.332	eV
charge	+1
lowest unoccupied orbital energy (spin up / spin down)	-0.1113 / -0.2919	Ha